Computed, not measured: a 8-piece molecular cluster, C17H57NO22P5 overall in a non-equilibrium geometry, with ωB97M-V/def2-TZVPD.

Calculated values
Gap between HOMO and LUMO ... 10.2 eV
Relative energy (zero: lowest compared OMol25 entry of this formula, charge and spin) ... 1.447 eV
Maximum force ... 3.009 eV/A
Net charge ... +1
E_tot ... -111538.418 eV

Geometry (Å):
P  -19.6081  3.0041  -13.9814
P  -23.9791  5.1108  -9.1467
P  -18.2290  5.6853  -10.6781
P  -26.4176  0.4760  -11.6857
P  -21.7371  -1.8130  -13.1338
O  -27.2577  -0.7854  -12.2296
O  -25.5455  5.0593  -9.5151
O  -18.4089  6.7138  -9.4505
O  -27.1237  1.7418  -12.4158
O  -19.4427  1.8232  -15.0314
O  -18.4055  2.5618  -13.0019
O  -24.9357  0.3941  -11.9095
O  -19.1219  4.3782  -14.6807
O  -23.8363  2.3308  -15.4690
O  -23.1495  4.0787  -9.7770
O  -21.6053  -0.4183  -12.7239
O  -18.4978  4.2473  -9.8857
O  -23.0691  -2.0979  -14.0424
O  -20.9337  3.1444  -13.3214
O  -23.5375  6.6410  -9.3919
O  -26.8861  0.5827  -10.1516
O  -24.0491  4.9439  -7.5469
O  -21.5846  0.5362  -9.1978
O  -19.1088  5.9065  -11.8588
O  -20.5742  -2.2180  -14.1878
O  -21.7623  -3.0020  -12.0630
O  -16.6095  5.7766  -10.9584
N  -22.6888  1.9260  -11.6321
C  -28.4246  2.1764  -12.1283
C  -16.0275  4.8888  -11.9010
C  -18.6436  1.5844  -11.9956
C  -23.6055  -1.0899  -14.9110
C  -24.7671  2.4224  -14.4421
C  -20.0464  5.3087  -15.2354
C  -22.6656  -2.9364  -10.9790
C  -17.6562  6.5816  -8.2505
C  -19.7949  4.0057  -9.4188
C  -20.3647  0.0458  -8.6338
C  -20.4019  1.3996  -15.9861
C  -20.5470  -3.4808  -14.8066
C  -26.0720  5.4381  -10.8253
C  -24.2750  3.6948  -6.8892
C  -26.4629  1.6698  -9.3538
C  -26.8584  -2.1278  -11.8914
C  -24.2950  7.7047  -8.8579
H  -20.0708  1.4894  -17.0208
H  -26.9053  1.5933  -8.3614
H  -23.4452  -2.1838  -11.0908
H  -25.3744  1.7154  -9.3121
H  -19.9411  5.4327  -16.3131
H  -20.4075  -0.9893  -8.2945
H  -29.1782  1.5990  -12.6636
H  -15.4799  5.3636  -12.7151
H  -20.1060  0.6852  -7.7885
H  -16.8072  4.2932  -12.3765
H  -24.2985  2.8534  -7.5797
H  -21.2796  2.0410  -15.8922
H  -23.5587  -1.4074  -15.9522
H  -28.4731  3.2293  -12.4038
H  -26.3355  -2.1464  -10.9341
H  -24.3271  2.9575  -13.6015
H  -23.5263  1.3695  -11.7854
H  -26.8265  2.6169  -9.7544
H  -26.9068  6.1380  -10.8102
H  -26.2432  -2.5933  -12.6597
H  -24.6680  8.3895  -9.6193
H  -18.0761  1.7720  -11.0853
H  -19.6900  -3.9778  -14.3505
H  -24.1474  1.6936  -16.1163
H  -18.4683  6.5216  -7.5253
H  -22.0037  -2.7915  -10.1243
H  -26.3366  4.5862  -11.4510
H  -27.7607  -2.6891  -11.6511
H  -23.0362  -0.1621  -14.8431
H  -23.6191  8.2310  -8.1845
H  -20.7862  0.3835  -15.8953
H  -25.1405  3.8589  -6.2476
H  -23.4592  3.5859  -6.1741
H  -19.7057  1.4816  -11.7710
H  -21.0679  4.9671  -15.0648
H  -19.5051  0.1157  -9.3001
H  -19.9321  4.0320  -8.3362
H  -17.1261  7.5115  -8.0472
H  -25.2830  5.9870  -11.3414
H  -25.6446  2.9710  -14.7914
H  -16.9978  5.7143  -8.2458
H  -22.3245  0.1348  -8.7364
H  -21.3638  -4.1311  -14.4907
H  -20.0379  2.9751  -9.6807
H  -18.3723  0.5989  -12.3767
H  -25.1637  1.4427  -14.1710
H  -20.5194  -3.4091  -15.8925
H  -19.9625  6.2916  -14.7732
H  -22.0656  1.5147  -10.9477
H  -23.0611  2.8046  -11.2859
H  -15.3116  4.2237  -11.4178
H  -28.6265  2.0804  -11.0611
H  -25.1753  7.4080  -8.2870
H  -20.5342  4.7002  -9.8180
H  -22.1490  2.2005  -12.4487
H  -24.6118  -0.8704  -14.5554
H  -23.0706  -3.9348  -10.8136



Computed, not measured: a 14-piece molecular cluster, C17H58F3N26O15 overall in a non-equilibrium geometry, with ωB97M-V/def2-TZVPD.

Calculated values
Gap between HOMO and LUMO ... 5.5 eV
Relative energy (zero: lowest compared OMol25 entry of this formula, charge and spin) ... 13.915 eV
Maximum force ... 9.471 eV/A
Net charge ... -1
E_tot ... -96180.621 eV

Geometry (Å):
F  -0.4612  3.4945  2.0088
F  -1.9736  3.2897  0.4940
F  -2.0900  2.1284  2.3579
O  -0.7541  0.1761  0.6554
O  1.0306  9.6449  -0.5806
O  4.1695  4.5360  6.1226
O  2.3468  -6.2325  4.3689
O  -6.3149  10.7439  -0.3722
O  0.5092  1.7270  -0.2008
O  -3.4478  -6.6726  -4.4542
O  4.3774  -2.7281  -4.0448
O  -4.2789  -3.1080  6.6968
O  7.1798  -1.1998  3.8095
O  1.4684  -10.6576  1.1029
O  -6.8611  -7.8384  0.9158
O  -2.0601  0.7448  -7.0855
O  -4.9299  6.0158  -7.2616
O  6.7027  4.7146  -3.9194
N  3.0687  -2.1764  -2.2165
N  0.5440  -9.0297  -0.3110
N  3.8601  -7.7831  4.7629
N  -3.5798  -4.5421  -5.1677
N  -6.1249  8.6331  0.2192
N  1.5437  -10.6403  -1.1621
N  -3.9016  5.8992  -5.2985
N  -4.5670  9.5072  -0.7420
N  5.1859  4.4506  -2.3332
N  -6.6630  -6.9653  2.9213
N  -7.0733  -9.0480  2.6935
N  -3.3456  -2.6458  8.6089
N  5.4455  -1.2922  2.4461
N  6.0415  3.3825  5.7660
N  4.6449  -0.9102  -2.7456
N  -2.1235  -3.3447  7.0644
N  -2.2296  0.9215  -4.8283
N  4.3719  -5.7624  5.2782
N  -4.7654  -5.1456  -3.4265
N  7.5579  -1.4405  1.7037
N  1.1329  8.8789  -2.7438
N  4.7639  3.7593  -4.3579
N  -4.4522  7.8577  -6.1786
N  5.1031  3.9809  4.0917
N  0.7646  10.9488  -2.4292
N  -0.3645  1.3551  -5.8622
C  -1.1154  -0.7045  1.8212
C  -1.5960  0.9684  -6.0224
C  -5.7718  9.7034  -0.2874
C  6.7454  -1.2661  2.6645
C  -1.7499  -1.9683  1.1952
C  -0.1794  1.4457  0.9551
C  -3.8860  -5.5279  -4.3786
C  3.4552  -6.5891  4.7535
C  5.6649  4.2614  -3.5255
C  1.0321  9.7730  -1.8549
C  4.9401  3.9370  5.3467
C  1.2239  -10.1643  0.0300
C  4.0377  -1.9608  -3.1473
C  -3.3511  -3.0053  7.3909
C  -4.5397  6.5706  -6.2144
C  -6.7976  -7.9599  2.1526
C  -1.2265  2.5753  1.4471
H  1.1465  9.1420  -3.7188
H  -5.0231  8.3780  -6.8293
H  -5.3475  -4.3222  -3.4837
H  4.2664  4.0711  -2.1582
H  0.3256  -8.3084  0.3614
H  5.1459  -1.3064  1.4817
H  4.2801  4.1635  3.5354
H  0.7780  11.0066  -3.4374
H  -1.8267  -2.7627  1.9376
H  -4.1688  8.1380  -5.2506
H  -5.2237  -5.9199  -2.9676
H  3.8173  3.7061  -4.0096
H  -1.2529  -3.1810  7.5493
H  2.4624  -2.9822  -2.2734
H  -7.0072  -9.1802  3.6926
H  8.5455  -1.6076  1.8339
H  -6.0644  -6.2742  2.4921
H  -2.7648  -1.7330  0.8749
H  -2.4955  -2.1519  8.8402
H  -4.0351  10.1778  -1.2781
H  0.3276  -8.9313  -1.2926
H  -7.0350  8.6682  0.6558
H  -3.2974  6.4180  -4.6772
H  4.8222  -0.7705  3.0457
H  4.4260  -4.7570  5.1993
H  3.9996  -0.3377  -2.2203
H  5.4617  -0.5539  -3.2210
H  4.6261  -7.9926  5.3869
H  2.6143  -1.6003  -1.5224
H  -5.4930  7.8472  0.2753
H  0.1584  1.5390  -5.0179
H  1.2827  -10.1253  -1.9908
H  6.4626  2.6315  5.2379
H  -1.9797  -3.8335  6.1923
H  6.1618  3.2758  6.7631
H  -3.8835  -3.6606  -4.7793
H  -3.2254  0.9679  -4.9906
H  1.2120  7.9236  -2.4257
H  -1.8400  1.0926  -3.9123
H  -1.8218  -0.2651  2.5255
H  3.3455  -8.5189  4.3004
H  5.8349  4.8065  -1.6460
H  0.5780  1.2558  1.7156
H  2.1116  -11.4716  -1.0806
H  -4.0026  8.7966  -0.2986
H  -1.1775  -2.4064  0.3775
H  -0.2351  -1.1718  2.2626
H  5.2090  -6.2896  5.4820
H  -4.2473  -2.2505  8.8343
H  -6.6989  -7.0987  3.9218
H  0.0685  1.7421  -6.6886
H  -7.3087  -9.7754  2.0334
H  5.8920  3.5697  3.6137
H  -3.6482  4.9618  -5.5761
H  -3.0207  -4.8094  -5.9652
H  0.6287  11.7813  -1.8738
H  4.7263  3.9303  -5.3526
H  7.0699  -1.3567  0.8234